Formula: C42H90O26P2
Source: OMol25
Level of theory: ωB97M-V/def2-TZVPD

```
160
Properties=species:S:1:pos:R:3:forces:R:3:mulliken_charge:R:1
C 4.946039 -7.444164 2.313943 1.0853 -0.9887 0.2465 -0.74
O 3.684764 -6.999659 1.875414 -0.9657 -0.0330 0.5501 -0.28
P 2.628814 -6.345259 2.921125 0.9270 0.4748 -1.1194 0.58
O 2.813224 -6.768540 4.307624 -0.3983 -0.1377 -0.2372 -0.74
O 2.834549 -4.794437 2.733030 -0.1714 -0.3644 0.6177 0.13
C 2.978593 -4.107985 1.492495 -1.1199 0.2194 -0.4930 -0.44
O 1.254266 -6.631839 2.147048 0.4231 0.0282 0.5123 -0.28
C 0.901433 -8.009509 2.055751 0.7515 -1.3514 -0.3069 -0.73
H 5.218968 -8.375835 1.808574 -0.2211 0.2896 -0.5450 0.27
H 5.006731 -7.771469 3.355309 -0.4738 0.6641 0.1921 0.35
H 5.716372 -6.701608 2.106980 -0.0680 0.0814 0.0562 0.25
H 3.960183 -3.648739 1.451797 0.0045 -0.1368 -0.1744 0.18
H 2.196861 -3.345310 1.471155 0.3163 0.2276 0.1235 0.02
H 2.727774 -4.728574 0.630894 0.5131 -0.2557 0.0824 0.51
H 1.256223 -8.477874 1.131386 -0.1606 0.6318 -0.3442 0.27
H -0.167182 -8.181245 2.127894 -0.0489 0.4123 0.2290 0.27
H 1.449279 -8.612165 2.787063 -0.4351 0.2370 0.4808 0.32
C 4.357234 -1.933746 4.286624 0.0858 0.3731 1.5098 -0.90
O 3.959598 -1.609953 2.971336 1.3570 1.2774 -1.7952 0.34
P 4.760555 -0.495442 2.105410 0.7256 -0.7583 1.4048 0.62
O 4.527752 -0.502496 0.659135 -0.0500 -0.2023 0.3618 -0.39
O 6.308843 -0.644281 2.585049 -0.9904 -0.6646 0.2185 -0.40
C 7.279518 0.290520 2.108448 -0.5906 -0.0485 -1.3672 -0.50
O 4.355270 0.826504 2.854883 0.0394 0.8793 -0.0768 -0.49
C 4.176755 2.038985 2.097005 -1.0009 0.1787 -0.0983 0.56
H 5.002026 -1.204969 4.793419 0.1434 0.1930 -0.6853 0.35
H 4.897855 -2.880699 4.301758 -0.4765 -0.1116 0.0382 0.28
H 3.452987 -1.883424 4.900195 0.0452 -0.7697 -0.1506 0.29
H 6.767685 1.165720 1.700943 0.1896 0.1988 0.2043 0.12
H 7.762444 -0.187388 1.253693 0.3222 0.1250 0.1700 0.27
H 8.005492 0.597158 2.854454 -0.2195 -0.2981 0.3129 0.28
H 3.098305 2.150707 1.985819 0.0916 0.2816 -0.1637 -0.41
H 4.620455 1.985121 1.105970 0.0517 -0.1385 0.0152 -0.34
H 4.541747 2.918038 2.623827 0.2569 -0.3145 0.3120 0.48
C 0.105571 2.366835 -3.212595 0.8902 0.9949 -1.1060 -0.38
C 0.955296 2.163950 -4.488444 -0.7097 -1.8879 1.0683 -0.16
O 1.959628 3.160799 -4.573940 -0.3175 0.5284 0.3154 -0.30
C 2.651194 3.224043 -5.703050 1.2347 -0.3591 -0.8862 0.82
C 3.651260 4.349734 -5.727788 1.2291 -0.1434 -0.0827 -0.93
O 2.617343 2.396276 -6.580307 -0.6303 -0.0451 0.0737 -0.57
H -0.597013 1.545643 -3.102918 -0.1920 0.1354 0.0174 0.00
H -0.340487 3.361872 -3.263970 -0.5083 -0.1815 0.1698 0.52
H 0.787373 2.381471 -2.362158 0.0179 -0.1420 0.0090 -0.33
H 1.356632 1.157555 -4.318040 0.7799 0.2052 -0.3219 0.06
H 0.427860 2.039008 -5.434692 -0.2929 0.6173 0.0663 0.53
H 3.322807 5.297995 -6.148566 -0.5281 0.1145 0.7117 0.34
H 4.493037 4.120680 -6.387713 -0.3837 -0.5937 -0.2433 0.35
H 4.156935 4.375694 -4.759819 -0.6222 0.7927 0.1310 0.01
C 0.842413 1.165288 0.494996 0.4469 0.6338 -0.1186 0.80
C 0.604945 -0.328047 0.522146 1.0612 1.3105 -0.4457 2.22
O -0.804287 -0.505980 0.660764 0.1224 -1.2114 1.3082 -0.26
C -1.597855 -0.478841 -0.396463 0.2670 0.6739 -1.2461 0.60
C -3.049971 -0.546981 -0.069823 -0.6779 -0.5333 0.6665 -1.11
O -1.210857 -0.307663 -1.532592 0.1812 -0.2597 0.2709 -0.40
H 1.913824 1.378968 0.464893 -0.0936 -0.0187 -0.2221 -0.52
H 0.453172 1.675849 1.380485 -0.0182 -0.3996 0.2141 0.02
H 0.369387 1.680895 -0.341682 0.0899 -0.3009 -0.2120 -0.19
H 1.070984 -0.838122 -0.316390 -0.8740 0.0329 -0.4074 -1.28
H 1.235963 -0.705698 1.331263 -1.1376 -0.4318 0.6588 -0.79
H -3.561211 -1.206117 -0.769059 0.0851 0.1964 -0.2463 0.05
H -3.498427 0.444579 -0.127959 0.1292 0.0609 -0.1629 0.29
H -3.260371 -0.934942 0.927464 0.2533 0.0832 0.0688 0.40
C -8.296512 -2.545004 -0.896817 1.2463 -1.0880 1.1097 -0.91
C -7.828419 -3.831277 -1.598922 -0.8814 1.2173 -0.8503 -0.34
O -6.428848 -4.060003 -1.500047 0.0505 -1.1519 0.0984 -0.37
C -5.587793 -3.329600 -2.222202 1.1155 2.2355 1.3767 0.89
C -4.152893 -3.710782 -2.014262 0.3617 -2.1036 -0.0470 -1.12
O -5.856898 -2.259601 -2.716467 -0.7108 -0.4819 -0.8242 -0.54
H -7.479521 -1.826445 -0.924612 -0.3934 0.3659 -0.4863 0.23
H -8.353083 -2.812281 0.162859 -0.5012 0.2806 0.0598 0.32
H -9.246633 -2.183741 -1.273413 0.0572 0.1278 -0.0314 0.37
H -8.325537 -4.697049 -1.171303 0.1940 -0.1378 -0.1008 0.31
H -8.089560 -3.729152 -2.655163 0.0819 -0.3114 -0.0316 0.29
H -3.836302 -3.625686 -0.973363 -0.2440 0.6413 0.0215 0.34
H -3.455381 -3.234655 -2.693307 -0.2083 0.3724 0.0526 0.17
H -4.027456 -4.794871 -2.131338 -0.1120 0.0455 -0.3216 0.44
C -0.441005 6.123902 5.774953 -0.9392 -0.5170 -0.3822 -1.21
C 0.459208 5.186970 4.984352 0.6972 1.1120 1.0008 -0.13
O -0.293099 4.721313 3.868800 -0.3003 -0.3947 0.5617 -0.25
C 0.263813 4.659598 2.679115 1.4233 0.7164 -1.9527 0.85
C -0.707653 4.418526 1.560842 -0.5165 -0.4301 0.3464 -0.53
O 1.434004 4.879290 2.414885 -0.3414 -0.2742 0.8740 -0.64
H -1.395669 5.587515 5.783501 -0.0653 0.1356 0.4559 0.29
H -0.685944 7.081261 5.315498 0.4877 0.0507 -0.1286 0.33
H -0.105416 6.256181 6.800771 0.1142 0.0688 -0.0534 0.37
H 1.394009 5.653182 4.674521 -0.1283 -0.0062 -0.3377 0.28
H 0.741696 4.409116 5.696875 -0.1962 -0.5983 -0.5780 0.25
H -1.669818 4.162933 2.005007 -0.1503 0.0276 -0.4570 0.31
H -0.350926 3.638085 0.890568 0.0267 -0.1630 0.2802 -0.17
H -0.766224 5.294713 0.916453 -0.1238 0.2494 0.3335 0.35
C -3.358167 -0.199427 -4.317202 -0.5087 -0.8770 0.3178 -0.57
C -2.828517 0.520138 -5.537289 -1.9791 1.4344 -0.0383 -0.28
O -2.478926 -0.340235 -6.609444 0.8590 -0.8102 0.9442 -0.25
C -2.292739 0.111986 -7.848138 -0.8069 -0.0586 -0.4607 0.74
C -1.944266 -1.008678 -8.790603 -0.1024 0.0884 -0.0379 -0.99
O -2.518728 1.234558 -8.213413 0.2729 0.3258 0.3447 -0.57
H -4.432584 -0.391590 -4.376514 0.0062 0.1243 -0.3077 0.50
H -3.241322 0.417396 -3.427193 0.3269 -0.0630 0.0050 0.19
H -2.965426 -1.200252 -4.126126 0.5703 0.2418 -0.0084 -0.15
H -3.698507 1.098729 -5.868361 0.1719 0.1712 -0.3096 0.41
H -2.133185 1.315318 -5.265093 0.8495 -0.5636 -0.3839 0.12
H -1.002819 -1.488513 -8.529436 0.0952 0.1425 -0.0801 0.24
H -1.941353 -0.568520 -9.783739 0.2819 -0.2005 -0.0633 0.34
H -2.712468 -1.781339 -8.750666 -0.0550 0.0526 0.1029 0.28
C 0.379141 -1.844825 -5.677534 0.0915 -0.6236 -0.5754 -1.18
C 0.273233 -2.081626 -4.162177 -0.0686 1.2364 -2.3963 0.12
O 1.456283 -1.464902 -3.658730 0.2070 0.1699 0.5827 -0.21
C 1.910369 -1.800731 -2.443416 0.1777 -1.7369 -0.5553 0.49
C 3.054349 -0.961948 -2.018027 0.0208 1.0619 -0.0035 -0.36
O 1.484805 -2.771428 -1.860002 -0.1332 0.3243 0.4634 -0.67
H 1.297851 -2.216088 -6.142170 0.2176 -0.1813 0.5631 0.41
H 0.349294 -0.800399 -5.986956 -0.4004 0.0505 0.2409 0.18
H -0.395922 -2.440526 -6.169059 -0.2776 0.4553 -0.0202 0.41
H -0.568903 -1.464942 -3.848293 -0.1485 -0.5045 0.5946 -0.10
H 0.121335 -3.151589 -4.056685 0.4322 0.0453 0.9849 0.41
H 2.659453 -0.249633 -1.289968 0.2149 0.1783 -0.0695 -0.24
H 3.421740 -0.390328 -2.868947 0.0498 0.0323 0.0521 0.34
H 3.873700 -1.462568 -1.513706 -0.2410 -0.4159 -0.0520 0.41
C -8.151930 1.076123 0.957164 -0.8501 -0.3558 -0.5927 -1.26
C -6.807603 1.348258 1.573524 -0.5232 1.2468 0.3169 0.31
O -6.896883 1.104146 2.990193 -0.3961 -1.3280 -0.5692 -0.34
C -6.043098 1.656235 3.831224 0.8105 1.4133 1.6442 0.77
C -6.112595 1.072588 5.234678 0.2945 -1.0777 -1.0370 -0.99
O -5.341607 2.609893 3.599487 0.0971 -0.1958 -0.8427 -0.58
H -8.171866 1.448677 -0.069509 0.1969 0.0402 -0.0062 0.41
H -8.955748 1.605716 1.470911 0.2474 0.1852 0.2020 0.36
H -8.506066 0.045537 0.888464 0.4996 -0.1835 0.2521 0.22
H -5.969645 0.815356 1.131238 -0.0235 -0.2584 0.1093 -0.06
H -6.652244 2.418868 1.431798 0.4351 -0.0184 0.0719 0.28
H -5.261436 1.351242 5.847783 -0.2198 0.7407 -0.0395 0.28
H -5.967622 -0.006599 5.118232 -0.5903 -0.0826 0.1296 0.32
H -7.095020 1.298567 5.640253 0.0914 -0.1243 0.3190 0.30
C 5.509361 2.600974 -3.090242 -1.9668 -0.3593 0.6951 -0.95
C 5.786584 2.850501 -1.599101 1.1757 -1.4887 -0.7765 0.16
O 5.162656 3.969326 -1.012361 0.4873 1.1792 -0.4239 -0.40
C 3.833010 3.972461 -0.939540 -1.2747 -0.5668 0.5683 0.70
C 3.231223 5.272654 -0.492296 0.7943 -0.1060 -0.4695 -1.21
O 3.158416 2.988378 -1.121998 0.1509 -0.3195 -0.3344 -0.15
H 5.677727 3.467798 -3.724638 0.5332 -0.1041 0.0811 0.36
H 4.445617 2.350792 -3.188978 -0.0379 0.2751 -0.0582 -0.03
H 5.962996 1.677649 -3.446238 0.6800 0.2986 0.0452 0.43
H 5.573250 1.972373 -0.982719 -0.2773 -0.1338 -0.3124 -0.18
H 6.872122 2.963237 -1.558509 -0.1028 0.6416 0.5987 0.42
H 2.194360 5.120937 -0.221042 0.0715 -0.0443 0.2473 0.08
H 3.282743 5.961008 -1.338224 0.0888 0.1858 0.1486 0.37
H 3.858159 5.628085 0.323862 -0.3166 0.3728 0.0721 0.42
C 1.022267 0.134330 4.120614 -0.1811 -0.2047 -0.9096 -0.10
C -0.493443 0.259446 4.214255 0.3389 0.0948 1.0243 -0.25
O -0.921292 -0.468374 5.398825 0.8007 0.0859 -0.6429 -0.33
C -1.723692 0.120973 6.260824 -1.2891 -0.2801 1.0454 0.76
C -1.849973 -0.702242 7.521046 0.2187 -0.1514 0.4377 -1.07
O -2.415025 1.097549 6.084667 0.7068 0.0896 -0.4136 -0.56
H 1.299222 -0.802312 3.634135 0.0936 -0.0110 0.0805 -0.20
H 1.569810 0.190055 5.059004 -0.3567 0.1692 0.2019 0.56
H 1.357100 0.952060 3.478404 0.2408 -0.0813 -0.0078 -0.13
H -0.752186 1.307955 4.356638 -0.3475 -0.0652 -0.1708 0.31
H -1.017967 -0.184120 3.371878 0.0908 0.2025 -0.1668 0.08
H -1.110808 -1.492374 7.635103 -0.0519 -0.0969 -0.4317 0.30
H -2.853071 -1.129442 7.502321 0.0397 -0.0435 0.1710 0.25
H -1.742217 -0.095599 8.420425 -0.2870 0.3000 -0.2091 0.33
```
Positions in Å, forces in eV/Å.

## Properties
SMILES: COP(=O)(OC)OC.COP(=O)(OC)OC.CCOC(C)=O.CCOC(C)=O.CCOC(C)=O.CCOC(C)=O.CCOC(C)=O.CCOC(C)=O.CCOC(C)=O.CCOC(C)=O.CCOC(C)=O
LUMO energy: 0.454 eV